Formula: C33H33IN5O5PSeTi
Source: the OMol25 dataset
Level of theory: wB97M-V/def2-TZVPD

Last column: Mulliken charge in e.
CARTESIAN COORDINATES (ANGSTROEM)
Ti 1.8463 -0.3643 -0.5708  -1.058
I 3.0966 2.4258 0.4153  0.356
C 2.0642 4.2228 -0.1723  0.041
C 2.8647 5.3484 -0.1872  -0.667
C 2.3202 6.6052 -0.4243  -0.861
C 0.9682 6.7253 -0.6096  -0.792
C 0.1290 5.5945 -0.6035  0.947
C -1.2589 5.7812 -0.7476  -0.944
C -2.1138 4.7096 -0.7378  -1.495
C -1.5930 3.4308 -0.6398  -0.511
C -0.2309 3.1834 -0.4988  1.873
P 0.0564 1.3586 -0.4892  -0.358
C -0.7381 0.9492 -2.0909  1.136
C 0.1814 1.0904 -3.1377  -1.138
C -0.1637 0.7840 -4.4376  -0.799
C -1.4438 0.3280 -4.7194  -0.664
C -2.3638 0.1945 -3.6962  -0.903
C -2.0198 0.5055 -2.3900  0.257
C -0.9643 1.0059 0.9944  1.993
C -2.2982 0.6340 1.1054  0.473
C -2.8740 0.4536 2.3525  -0.781
C -2.1381 0.6579 3.5038  -0.888
C -0.8128 1.0432 3.4048  -0.840
C -0.2317 1.2099 2.1647  -0.812
C 0.6759 4.2747 -0.4266  0.594
H 3.9204 5.2467 0.0048  0.395
H 2.9579 7.4754 -0.4286  0.386
H 0.5208 7.6976 -0.7532  0.376
H -1.6333 6.7884 -0.8550  0.385
H -3.1791 4.8544 -0.8176  0.461
H -2.2754 2.5956 -0.6679  0.239
H 1.1878 1.4511 -2.9126  0.298
H 0.5616 0.8865 -5.2307  0.465
H -1.7308 0.0855 -5.7319  0.408
H -3.3599 -0.1652 -3.9126  0.484
H -2.7687 0.3868 -1.6242  0.126
H -2.9181 0.4956 0.2334  -0.121
H -3.9113 0.1604 2.4177  0.476
H -2.5952 0.5453 4.4751  0.397
H -0.2392 1.2190 4.3024  0.589
H 0.8051 1.5191 2.0939  0.388
C 2.7422 -0.2382 3.8124  -0.322
O 3.0303 -1.4615 3.1419  -0.548
C 2.7465 -1.4649 1.8476  -0.183
O 2.3583 -0.4664 1.2345  0.545
N 2.8694 -2.7035 1.2911  0.001
N 2.9824 -2.7877 -0.1093  -0.474
H 3.1086 -0.3672 4.8253  0.285
H 1.6631 -0.0709 3.8082  -0.039
H 3.2645 0.5903 3.3268  0.237
H 3.3678 -3.3761 1.8704  0.281
H 2.5860 -3.6734 -0.4218  0.316
H 3.9658 -2.7424 -0.4050  0.370
Se 3.9314 -0.1657 -2.0119  -0.191
C 4.6816 -0.4781 -0.4204  0.159
N 5.1273 -0.7371 0.6181  -0.509
C -2.5862 -2.9259 -1.8676  -1.509
C -2.4682 -2.7546 -0.3544  0.121
C -1.2411 -3.4384 0.3416  2.745
C -1.7464 -4.3706 1.4561  -0.961
C -0.6545 -5.0827 2.2472  -1.370
C -0.4403 -4.2181 -0.6837  -0.646
O -0.4171 -5.4235 -0.8014  -0.660
N 0.2905 -3.4135 -1.5398  0.503
C 0.5265 -2.0806 -1.2843  -1.082
O 1.2096 -1.3750 -2.0767  -0.535
N 0.2178 -1.5480 -0.1058  2.364
C -0.3537 -2.2994 0.8750  -1.462
O -0.1857 -2.0343 2.0534  -0.725
H -3.5527 -2.5417 -2.1888  0.512
H -2.5320 -3.9767 -2.1438  0.397
H -1.8167 -2.3779 -2.4094  0.205
H -3.3688 -3.1727 0.0975  0.533
H -2.4482 -1.6888 -0.1155  -0.580
H -2.3873 -5.1220 0.9884  0.498
H -2.3477 -3.7713 2.1414  0.442
H -0.0614 -5.7153 1.5928  0.322
H -1.1120 -5.7130 3.0069  0.435
H -0.0061 -4.3669 2.7448  0.282
H 0.7562 -3.8399 -2.3335  0.336

Atomic forces in eV per Å
1.00 2.72 -1.24
0.01 1.27 0.04
1.05 -0.34 0.26
-0.17 -1.09 0.09
-0.68 0.46 -0.14
0.55 0.10 0.08
0.08 -0.23 0.02
-0.27 -0.38 -0.01
0.07 0.85 -0.06
0.94 -0.20 0.14
-0.92 -0.03 -0.13
-0.59 0.02 -0.02
0.06 0.12 -0.01
0.04 0.24 0.07
-0.08 0.03 -0.07
-0.03 0.01 -0.02
-0.09 -0.06 -0.11
0.12 -0.01 0.12
0.10 0.07 -0.02
0.10 0.01 -0.11
-0.13 -0.06 0.04
-0.03 0.05 0.07
-0.06 0.06 0.06
0.00 0.05 -0.07
-0.34 0.25 -0.05
0.11 -0.02 0.04
0.06 0.08 -0.02
-0.06 0.09 -0.03
-0.04 0.10 -0.01
-0.14 0.03 -0.05
-0.07 -0.01 -0.04
-0.17 -0.15 -0.09
0.08 0.04 -0.05
0.03 -0.04 -0.09
-0.08 0.00 -0.01
-0.03 -0.02 0.06
0.00 -0.01 -0.02
-0.11 -0.03 0.02
-0.06 -0.09 0.07
0.09 0.04 0.09
-0.01 -0.06 0.03
-0.06 0.40 0.15
-0.06 -0.36 -0.67
0.03 -0.27 0.23
0.91 -0.87 3.44
0.32 -0.11 0.43
0.28 0.02 0.13
-0.01 -0.01 0.01
0.15 0.02 0.00
-0.10 -0.09 0.08
-0.10 0.23 -0.23
-0.02 0.30 0.18
-0.39 0.07 0.24
0.85 0.35 -1.48
0.80 0.02 0.25
0.25 -0.04 0.36
-0.04 0.16 0.13
-0.06 0.04 -0.21
-0.24 -0.19 0.66
0.39 0.02 -0.07
-0.05 0.07 -0.05
0.11 -0.34 -0.03
-0.19 0.35 -0.08
0.38 -0.08 -0.39
-0.53 -0.65 -0.23
-1.39 -2.01 -1.58
-0.78 -0.27 -0.30
0.06 -0.15 0.62
-0.45 -0.31 -0.49
-0.06 0.01 -0.08
-0.02 -0.12 -0.11
-0.11 -0.01 -0.04
0.06 0.00 0.11
-0.09 -0.11 0.02
-0.09 0.11 0.01
-0.08 0.05 -0.08
0.07 -0.10 0.01
0.02 -0.08 0.07
0.05 0.04 0.05
-0.14 0.07 0.11

Output
multiplicity: 3
highest occupied orbital energy (alpha / beta): -5.69 / -7.68 eV
<S²>: 2.007
molar mass: 864.36 g mol⁻¹
Kohn-Sham gap (alpha / beta): 5.60 / 7.59 eV
charge: 0
energy: -158297.51961 eV